1.
C31H50BrN2O2RuSSi | wB97M-V/def2-TZVPD

Output
maximum force: 1.06 eV/A
charge: +3
M: 723.9 g mol⁻¹
total energy: -4826.8455 hartree
HOMO energy: -17.01 eV
LUMO energy: -0.391 Ha
multiplicity: 1

```
89
Properties=species:S:1:pos:R:3:forces:R:3
Ru -1.829618 -0.849543 0.291007 0.511 0.503 0.472
C 2.912354 -3.039920 1.945647 0.018 -0.048 -0.043
C 3.627252 -1.710431 1.661467 -0.002 0.089 -0.008
C 5.163029 -1.934011 1.731433 -0.026 -0.045 0.020
C 3.228682 -0.730747 2.772967 -0.003 -0.001 -0.038
Si 3.371789 -1.068983 -0.096632 -0.051 0.014 0.014
Br 0.390655 -1.587130 -0.245631 -0.273 0.036 -0.043
C 3.814264 -2.200817 -1.536526 -0.046 0.126 0.091
C 5.256726 -1.723463 -1.870580 -0.012 -0.073 -0.023
C 2.926908 -2.035040 -2.779163 0.069 0.007 -0.050
C 3.862099 -3.690088 -1.183261 0.037 -0.055 -0.053
C 3.277787 0.796757 -0.405790 -0.031 -0.001 0.090
C 4.670965 1.310009 0.049540 -0.033 -0.010 -0.004
C 3.071402 1.183437 -1.874364 0.027 -0.022 -0.039
C 2.188614 1.519638 0.407210 0.045 -0.031 -0.055
H 3.221932 -3.386094 2.935229 0.000 0.006 -0.007
H 3.155618 -3.826499 1.236412 -0.024 0.020 0.045
H 1.828413 -2.911824 1.964597 0.003 -0.002 0.018
H 5.406183 -2.249749 2.749242 0.009 0.003 -0.010
H 5.737148 -1.027044 1.532086 0.011 0.015 -0.001
H 5.505857 -2.720807 1.059781 0.008 0.029 0.025
H 3.488024 -1.185439 3.732818 -0.007 0.010 -0.017
H 2.152857 -0.539707 2.779501 -0.004 0.012 -0.014
H 3.755662 0.219769 2.719916 -0.003 0.042 -0.013
H 5.293868 -0.699364 -2.239379 0.009 0.006 -0.007
H 5.634228 -2.368762 -2.668389 0.014 0.018 0.009
H 5.947204 -1.821490 -1.029408 -0.004 0.007 -0.023
H 2.887394 -1.014225 -3.149782 -0.012 -0.041 -0.001
H 1.910017 -2.385809 -2.604791 -0.018 -0.018 0.001
H 3.349200 -2.653938 -3.575395 -0.011 0.017 0.012
H 4.552350 -3.916799 -0.372118 -0.024 -0.018 -0.026
H 4.216219 -4.231711 -2.064316 -0.008 0.001 0.024
H 2.876957 -4.086474 -0.933474 -0.001 -0.006 -0.004
H 5.494987 0.840208 -0.491093 -0.001 0.004 0.002
H 4.840091 1.183071 1.118250 0.006 -0.007 0.016
H 4.720920 2.381085 -0.162293 0.001 -0.002 0.004
H 3.855609 0.809967 -2.530532 -0.023 0.015 -0.003
H 3.091558 2.274290 -1.943489 0.001 -0.003 0.006
H 2.106606 0.842364 -2.254357 0.001 0.010 -0.006
H 2.250694 1.339913 1.474823 0.025 -0.040 0.122
H 1.187032 1.249550 0.065334 0.005 0.004 -0.020
H 2.311013 2.594873 0.249515 0.002 -0.007 0.004
C -2.730265 0.755430 3.285561 -0.038 0.027 -0.053
C -2.192548 -0.627007 3.261875 0.064 0.001 0.099
N -1.766105 -1.321679 2.205722 0.021 -0.149 0.004
C -1.262143 -2.543842 2.650268 0.057 -0.019 0.088
C -1.389938 -2.573648 3.994090 -0.089 0.049 -0.004
N -1.963282 -1.371547 4.348608 0.008 -0.055 -0.003
H -3.469307 0.892247 2.498170 0.048 -0.010 0.072
H -1.916801 1.472539 3.153497 -0.013 0.013 -0.001
H -3.208660 0.959497 4.241354 0.019 -0.004 0.018
H -0.869019 -3.290355 1.982602 -0.004 0.021 0.009
H -1.137325 -3.334122 4.712615 0.000 0.018 0.003
H -2.179482 -1.082206 5.292241 0.001 0.000 0.005
O -1.906585 0.897783 -0.328763 -0.004 0.262 -0.212
S -3.065767 2.049175 -0.206916 0.077 -0.071 0.139
C -2.068870 3.481174 -0.303896 0.009 0.078 0.036
C -2.288838 4.385924 0.733916 -0.001 -0.005 0.002
C -1.603469 5.592157 0.727801 -0.008 -0.023 -0.013
C -0.711946 5.867817 -0.297350 -0.002 0.009 0.009
C -0.493169 4.947924 -1.322657 0.012 -0.006 -0.021
C -1.172401 3.746390 -1.339818 -0.018 0.009 0.049
C -3.991646 1.918294 -1.683110 -0.092 -0.025 -0.114
C -5.360456 2.103984 -1.503370 0.024 0.036 0.034
C -6.192330 2.063977 -2.613049 0.021 -0.008 -0.003
C -5.653494 1.814016 -3.866911 -0.002 -0.009 -0.014
C -4.283730 1.610523 -4.028303 -0.010 0.008 -0.016
C -3.436448 1.670727 -2.937558 0.024 -0.014 0.044
H -2.999576 4.162783 1.520516 0.007 0.001 -0.001
H -1.773136 6.312455 1.515968 0.002 -0.001 -0.003
H -0.181917 6.811016 -0.306469 -0.005 -0.001 -0.002
H 0.200473 5.183234 -2.118422 0.004 -0.007 0.005
H -1.003041 3.037847 -2.135704 -0.015 -0.045 -0.059
H -5.766541 2.291108 -0.516038 -0.012 -0.014 -0.011
H -7.255417 2.224483 -2.496561 0.005 -0.001 0.003
H -6.302701 1.775758 -4.731685 0.002 0.006 0.004
H -3.879372 1.416462 -5.012537 0.001 -0.002 0.006
H -2.375536 1.507561 -3.062293 0.047 0.002 0.003
C -4.593460 -2.775451 0.872094 0.029 -0.023 0.120
C -4.299901 -1.529407 0.113833 -1.058 0.034 0.054
C -4.763486 -1.458448 -1.303788 0.021 -0.103 -0.024
O -3.928859 -0.487591 0.724730 0.549 -0.128 -0.209
H -4.475020 -3.670653 0.265209 0.017 -0.012 0.018
H -5.656738 -2.707736 1.136659 -0.008 -0.016 -0.036
H -4.031614 -2.837511 1.800936 0.004 -0.004 -0.012
H -2.531593 -1.976925 -0.457696 0.129 -0.424 -0.471
H -5.833740 -1.224373 -1.257697 -0.015 -0.019 0.019
H -4.666770 -2.420524 -1.804083 -0.016 0.023 -0.025
H -4.278582 -0.668265 -1.869573 0.022 0.035 0.000
```
Forces are in eV/Å.

Atomic partial charges in e from the Mulliken method, atoms 1 to 5: atom 1 (Ru): -0.322, atom 2 (C): -1.384, atom 3 (C): 2.636, atom 4 (C): -1.693, atom 5 (C): -1.830

=====

2.
C31H50ClLuPTe | wB97M-V/def2-TZVPD

Output
maximum force: 6.12 eV/A
charge: -1
M: 791.7 g mol⁻¹
total energy: -3516.1574 hartree
HOMO energy (alpha / beta): -1.11 / -1.27 eV
LUMO energy (alpha / beta): 0.077 / 0.077 Ha
multiplicity: 1

```
85
Properties=species:S:1:pos:R:3:forces:R:3
Lu -1.127105 -3.996542 0.190970 0.403 -2.376 0.791
P 0.082231 0.710150 -0.522398 0.576 -0.547 1.122
Cl 0.018499 -3.703286 -1.942367 0.459 0.297 -1.164
C 0.917698 0.470083 1.123835 1.270 -1.717 -2.913
H 0.976345 -0.634062 1.209308 -0.132 0.414 -0.087
H 1.964963 0.797027 0.988798 -0.015 0.121 -0.372
C -1.300982 -0.455751 -0.976670 0.044 -0.139 -0.115
C 1.462730 0.162490 -1.640286 -0.232 0.098 -0.088
C -2.302565 0.160943 -1.968436 -0.116 0.306 -0.093
H -0.758167 -1.250947 -1.525747 -0.018 0.331 0.221
C -3.302568 -0.881924 -2.497840 0.019 0.109 -0.135
H -2.853856 0.979200 -1.475791 0.127 -0.280 -0.078
H -1.782970 0.612875 -2.829201 -0.129 -0.193 0.234
C -3.956425 -1.725363 -1.401096 0.201 -0.347 0.096
H -4.072821 -0.358973 -3.078079 0.090 -0.079 0.036
H -2.776813 -1.542982 -3.201636 -0.060 0.015 0.163
C -2.860089 -2.322605 -0.499022 -0.427 0.432 -1.065
H -4.637851 -1.117468 -0.792863 0.135 -0.053 -0.029
H -4.547400 -2.532980 -1.847679 0.033 0.154 0.002
C -2.062697 -1.181684 0.149417 0.248 -0.020 0.081
H -3.275994 -3.009924 0.267821 -0.032 0.381 -0.287
H -2.186881 -2.876726 -1.230780 -0.962 0.653 0.267
H -2.744976 -0.487429 0.651985 0.076 -0.274 0.005
H -1.388379 -1.514658 0.966760 -0.369 0.489 -0.260
C -0.204199 2.517077 -0.745298 -0.042 0.004 -0.191
C 2.676428 1.107685 -1.602208 0.172 0.069 -0.060
H 1.753961 -0.804365 -1.185212 -0.098 0.228 -0.048
C 3.875894 0.471824 -2.320951 -0.090 -0.112 0.050
H 2.421281 2.060893 -2.092410 0.047 -0.215 0.052
H 2.969343 1.357887 -0.573987 -0.105 -0.095 -0.278
C 3.551487 0.029018 -3.752138 -0.113 0.151 -0.075
H 4.707612 1.186350 -2.329852 -0.063 -0.138 0.002
H 4.208670 -0.400502 -1.741922 -0.063 0.111 -0.027
C 2.242368 -0.762694 -3.862269 -0.002 -0.115 0.174
H 3.490867 0.915289 -4.398325 -0.022 -0.025 0.080
H 4.374347 -0.582723 -4.139077 -0.075 0.116 0.003
C 1.069747 -0.122900 -3.102026 0.012 0.015 -0.183
H 1.962256 -0.873059 -4.917551 0.079 -0.041 0.165
H 2.394584 -1.776479 -3.466120 -0.071 0.139 -0.028
H 0.772817 0.813202 -3.599545 0.111 -0.192 0.081
H 0.210169 -0.803641 -3.169803 0.243 0.145 0.072
C -1.412710 3.036169 0.050623 -0.098 0.068 0.196
H 0.709356 2.958789 -0.298900 -0.202 -0.234 -0.022
C -1.468983 4.570596 0.011440 0.195 -0.112 -0.109
H -2.341298 2.624404 -0.375032 0.234 0.098 0.091
H -1.364586 2.701740 1.095202 -0.076 -0.019 -0.217
C -1.438854 5.135455 -1.414596 -0.099 -0.092 0.009
H -2.372556 4.908083 0.531379 0.155 -0.006 -0.047
H -0.608721 4.963795 0.570693 -0.096 -0.050 -0.024
C -0.323422 4.529449 -2.274504 0.049 -0.100 0.161
H -2.407226 4.946312 -1.895548 0.069 -0.028 0.020
H -1.314729 6.223509 -1.372337 -0.071 -0.099 -0.054
C -0.278443 2.995739 -2.206470 -0.109 -0.009 -0.150
H -0.444288 4.835983 -3.319879 0.052 0.026 0.133
H 0.645707 4.919087 -1.933439 -0.077 -0.031 -0.037
H -1.179129 2.578803 -2.683458 0.203 0.165 0.130
H 0.581803 2.635649 -2.787109 -0.278 0.145 0.180
C -1.192399 0.455487 2.579227 3.842 1.585 -3.064
C 0.382703 1.020642 2.315098 -4.883 0.930 3.574
H -1.955650 0.945114 1.962662 0.181 0.161 0.430
C 1.239103 0.632906 3.526830 -0.035 -0.159 -0.174
H 0.286902 2.119041 2.265525 0.552 0.044 -0.092
C 0.923582 -0.797659 3.956937 0.089 -0.239 0.154
H 2.307048 0.709637 3.280286 0.016 0.091 0.021
H 1.032671 1.322515 4.354421 0.027 -0.036 -0.083
C -0.434063 -0.883277 4.642171 -0.246 0.382 -0.234
H 0.908807 -1.456086 3.082402 0.116 0.210 0.226
H 1.710005 -1.190054 4.617729 -0.110 0.109 -0.070
C -1.569472 -0.264283 3.771295 -1.055 -0.590 1.427
H -0.680129 -1.927312 4.877813 0.094 0.177 -0.024
H -0.392745 -0.332762 5.594689 0.094 -0.128 -0.108
H -2.258476 -1.084073 3.480668 0.040 0.151 0.309
H -2.163635 0.401486 4.425903 -0.160 -0.355 0.475
Te -2.068327 -3.952729 2.820169 0.223 0.267 0.131
C 0.071800 -3.626288 2.382047 -0.539 -0.820 1.848
C 0.751081 -3.013291 1.267489 -1.130 0.132 -1.632
C 2.163954 -2.936217 1.265729 1.182 -0.480 0.621
C 2.891169 -3.469418 2.324216 -0.034 0.857 -1.493
C 2.237712 -4.098416 3.392479 -0.136 -0.575 1.019
C 0.847568 -4.194689 3.421541 -0.140 0.383 -1.113
H 0.225887 -2.451303 0.413024 1.214 0.126 1.661
H 2.657362 -2.483508 0.398864 -0.029 -0.125 0.362
H 3.981734 -3.404102 2.319537 -0.294 -0.015 -0.062
H 2.824120 -4.525641 4.207489 -0.155 0.136 -0.174
H 0.328208 -4.711608 4.235381 0.318 0.238 -0.312
```
Forces are in eV/Å.

Atomic partial charges in e from the Mulliken method, atoms 1 to 5: atom 1 (Lu): 0.607, atom 2 (P): 0.486, atom 3 (Cl): -0.394, atom 4 (C): 0.109, atom 5 (H): -1.844

=====

Energy above the lowest of the compared OMol25 structures with the same formula, charge and spin / kJ/mol: 30.35; 41.38